# 1
Entry from OMol25: one molecule with the formula C4H6BrNO4 (ωB97M-V with the def2-TZVPD basis set).

CARTESIAN COORDINATES (ANGSTROEM)
C 1.30 0.27 0.43
C 0.30 -0.92 0.60
C 1.06 1.28 -0.74
C -1.08 -0.64 0.36
N -1.78 -1.74 -0.25
O -1.25 -2.86 -0.16
O -2.93 -1.59 -0.62
O 0.46 2.51 -0.33
O -0.84 2.65 -0.63
Br -1.91 1.02 0.58
H 1.25 0.86 1.35
H 2.17 -0.32 0.45
H 0.33 -1.82 -0.03
H 0.43 -1.22 1.66
H 2.07 1.63 -1.06
H 0.42 0.88 -1.60

Results
Energy relative to the best compared isomer or geometry (same formula, charge and spin) = 834.4 kJ/mol
Highest occupied orbital energy (spin up / spin down) = -10.075 / -9.068 eV
Frontier orbital gap (spin up / spin down) = 8.09 / 7.93 eV

Atomic partial charges in e from the Mulliken method, atoms 1 to 5: -0.63 -0.14 -0.53 -0.24 0.92

***

# 2
Entry from OMol25: a 2-piece molecular cluster, C4H6BrNS overall (ωB97M-V with the def2-TZVPD basis set).

CARTESIAN COORDINATES (ANGSTROEM)
C 2.31 2.30 -0.30
C 2.48 1.05 0.02
C -0.63 -0.61 0.12
C -1.61 -1.62 0.70
N -0.30 -0.84 -1.08
S 0.22 0.37 1.40
Br 3.45 -0.53 -0.07
H 3.02 2.72 -1.07
H 1.43 2.74 0.14
H -1.04 -2.39 1.19
H -2.37 -1.19 1.41
H -2.23 -1.85 -0.19
H 0.47 -0.33 -1.47

Results
Energy relative to the best compared isomer or geometry (same formula, charge and spin) = 416.3 kJ/mol
Highest occupied orbital energy (spin up / spin down) = -9.051 / -8.865 eV
Frontier orbital gap (spin up / spin down) = 7.94 / 7.23 eV

Atomic partial charges in e from the Mulliken method, atoms 1 to 5: -0.02 -0.42 0.50 -0.93 -0.62

***

# 3
Entry from OMol25: one molecule with the formula C4H6Cl2 (ωB97M-V with the def2-TZVPD basis set).

CARTESIAN COORDINATES (ANGSTROEM)
C 1.03 0.31 0.65
C 0.00 1.36 0.08
C -0.84 0.11 -0.37
C -0.01 -0.78 0.57
H 1.42 0.53 1.67
H -0.39 2.15 0.79
H 0.32 2.02 -0.74
H -0.62 -0.06 -1.45
H 0.27 -1.78 0.34
H -0.38 -0.92 1.63
Cl 2.49 -0.26 -0.33
Cl -2.59 -0.21 -0.13

Results
Energy relative to the best compared isomer or geometry (same formula, charge and spin) = 70.9 kJ/mol
Highest occupied orbital energy = -10.419 eV
Frontier orbital gap = 11.37 eV

Atomic partial charges in e from the Mulliken method, atoms 1 to 5: -0.06 -0.49 -0.03 -0.75 0.29

***

# 4
Entry from OMol25: one molecule with the formula C4H6Cl2 (ωB97M-V with the def2-TZVPD basis set).

CARTESIAN COORDINATES (ANGSTROEM)
C 0.40 -1.96 0.07
C 0.48 -0.42 -0.06
C -0.52 0.46 -0.05
C -0.39 1.99 0.07
H -0.68 -2.16 0.12
H 0.95 -2.31 0.96
H 0.87 -2.43 -0.78
H 0.33 2.15 0.89
H -0.05 2.30 -0.93
H -1.36 2.42 0.29
Cl 2.12 0.22 -0.30
Cl -2.16 -0.26 -0.29

Results
Energy relative to the best compared isomer or geometry (same formula, charge and spin) = 20.5 kJ/mol
Highest occupied orbital energy = -9.160 eV
Frontier orbital gap = 10.00 eV

Atomic partial charges in e from the Mulliken method, atoms 1 to 5: -0.99 0.32 0.38 -1.13 0.31

***

# 5
Entry from OMol25: one molecule with the formula C4H6Cl2N2 (ωB97M-V with the def2-TZVPD basis set).

CARTESIAN COORDINATES (ANGSTROEM)
C 2.06 0.11 0.23
C 0.59 0.19 -0.10
C -1.77 -0.20 0.00
C -0.41 -0.87 0.31
H 2.14 -0.20 1.26
H -1.79 1.81 -0.93
H -2.26 0.29 0.89
H -2.47 -0.93 -0.43
H -0.32 -1.74 -0.33
H -0.27 -1.16 1.33
N 0.04 1.20 -0.63
N -1.29 0.91 -0.94
Cl 2.98 -1.14 -0.62
Cl 2.75 1.72 -0.03

Results
Energy relative to the best compared isomer or geometry (same formula, charge and spin) = 54.1 kJ/mol
Highest occupied orbital energy = -8.942 eV
Frontier orbital gap = 9.74 eV

Atomic partial charges in e from the Mulliken method, atoms 1 to 5: 0.07 0.24 -0.39 -0.52 0.26

***

# 6
Entry from OMol25: one molecule with the formula C4H6Cl2N3O2P (ωB97M-V with the def2-TZVPD basis set).

CARTESIAN COORDINATES (ANGSTROEM)
C 0.34 1.92 -0.07
C -0.76 -0.29 -0.12
C -2.08 1.69 -0.17
C 0.43 -2.41 0.41
N 1.56 1.37 -0.16
N -0.77 1.05 -0.19
N 0.43 -0.96 0.19
O 0.16 3.09 0.06
O -1.78 -0.99 -0.35
P 1.88 -0.13 -0.02
Cl 2.96 -0.77 1.51
Cl 3.02 -0.80 -1.54
H -1.96 2.51 0.57
H -2.29 2.21 -1.19
H -2.57 0.77 0.03
H -0.19 -2.57 1.20
H 0.08 -3.03 -0.52
H 1.51 -2.65 0.37

Results
Energy relative to the best compared isomer or geometry (same formula, charge and spin) = 0.0 kJ/mol
Spin multiplicity = 3
Highest occupied orbital energy (spin up / spin down) = -4.468 / -9.922 eV
<S²> = 2.02
Frontier orbital gap (spin up / spin down) = 4.83 / 5.35 eV

Atomic partial charges in e from the Mulliken method, atoms 1 to 5: 0.65 0.63 -1.02 -0.88 -0.50

***

# 7
Entry from OMol25: a 2-piece molecular cluster, C4H6Cl2O overall (ωB97M-V with the def2-TZVPD basis set).

CARTESIAN COORDINATES (ANGSTROEM)
C 0.24 -0.09 1.18
C 0.82 0.44 -0.11
C -0.65 0.05 -0.02
C 1.99 -0.19 -0.89
O -1.73 0.12 -0.47
Cl 1.06 2.25 0.18
Cl -4.94 -0.38 -0.29
H 0.48 -1.12 1.48
H -0.08 0.57 1.88
H 1.60 -1.10 -1.16
H 2.71 -0.23 -0.11
H 2.22 0.38 -1.68
H -3.72 -0.68 0.02

Results
Energy relative to the best compared isomer or geometry (same formula, charge and spin) = 209.3 kJ/mol
Highest occupied orbital energy = -9.587 eV
Frontier orbital gap = 9.62 eV

Atomic partial charges in e from the Mulliken method, atoms 1 to 5: -0.78 0.50 0.54 -1.23 -0.48

***

# 8
Entry from OMol25: C4H6Cl3N2PtS4SbSi as an isolated structure (ωB97M-V with the def2-TZVPD basis set).

CARTESIAN COORDINATES (ANGSTROEM)
Pt 0.31 -0.01 -0.13
S 0.90 -3.76 -3.01
Sb -0.43 -3.22 -1.33
S -1.09 -0.75 -1.64
S 0.43 -2.15 0.70
S -2.29 -4.30 -0.80
Cl 1.00 0.99 -3.67
Si 1.78 0.70 -1.81
Cl 3.27 -0.67 -1.89
Cl 2.63 2.52 -1.36
C -0.87 0.77 2.95
C 0.58 0.99 2.72
N 1.26 0.82 1.59
C 2.58 1.12 1.86
C 2.70 1.50 3.15
N 1.42 1.42 3.68
H -1.37 0.50 2.02
H -1.33 1.67 3.35
H -1.03 -0.04 3.66
H 3.35 1.05 1.11
H 3.54 1.81 3.73
H 1.16 1.61 4.63

Results
Highest occupied orbital energy (spin up / spin down) = -8.177 / -8.206 eV
Frontier orbital gap (spin up / spin down) = 5.12 / 5.40 eV

Atomic partial charges in e from the Mulliken method, atoms 1 to 5: 0.71 -0.52 0.85 -0.27 -0.38

***

# 9
Entry from OMol25: one molecule with the formula C4H6ClFS (ωB97M-V with the def2-TZVPD basis set).

CARTESIAN COORDINATES (ANGSTROEM)
C 1.99 -0.79 0.62
C -0.41 0.28 -0.44
C -0.40 1.48 -0.96
C -1.62 -0.26 0.33
H 2.60 0.11 0.49
H 2.66 -1.65 0.41
H 1.44 -0.72 1.52
H -1.31 2.17 -0.85
H 0.40 1.92 -1.50
H -1.20 -0.70 1.20
F -2.50 0.76 0.42
S 0.83 -0.97 -0.75
Cl -2.49 -1.62 -0.48

Results
Energy relative to the best compared isomer or geometry (same formula, charge and spin) = 93.9 kJ/mol
Highest occupied orbital energy = -9.032 eV
Frontier orbital gap = 9.71 eV

Atomic partial charges in e from the Mulliken method, atoms 1 to 5: -0.70 0.01 -0.67 0.22 0.27

***

# 10
Entry from OMol25: one molecule with the formula C4H6ClIO2S (ωB97M-V with the def2-TZVPD basis set).

CARTESIAN COORDINATES (ANGSTROEM)
C -0.34 -0.01 -1.25
C -0.37 -0.77 1.54
C 0.26 1.19 -0.62
C 1.24 0.85 0.51
O -0.40 -2.50 -0.33
O -2.43 -1.02 -0.05
S -1.00 -1.23 0.04
Cl -1.02 2.24 0.25
I 2.81 -0.40 -0.03
H -1.18 0.12 -1.80
H 0.48 -0.51 -1.81
H 0.39 -1.41 2.06
H -0.79 0.12 1.99
H 0.78 1.62 -1.55
H 1.56 1.70 1.08

Results
Highest occupied orbital energy (spin up / spin down) = -9.694 / -9.334 eV
Frontier orbital gap (spin up / spin down) = 8.25 / 7.75 eV

Atomic partial charges in e from the Mulliken method, atoms 1 to 5: -1.17 -0.69 0.22 -0.82 -0.64

***

# 11
Entry from OMol25: one molecule with the formula C4H6ClN (ωB97M-V with the def2-TZVPD basis set).

CARTESIAN COORDINATES (ANGSTROEM)
C 0.22 1.60 -0.33
C 0.17 0.33 -0.25
C -1.30 -0.48 0.47
C 1.33 -0.58 -0.43
N -1.15 -1.49 1.17
Cl -2.71 0.42 -0.06
H 1.13 2.22 -0.56
H -0.67 2.16 -0.11
H 2.06 -0.04 -1.04
H 0.91 -1.50 -0.96
H 1.94 -0.78 0.42
H -1.94 -1.85 1.67

Results
Energy relative to the best compared isomer or geometry (same formula, charge and spin) = 169.2 kJ/mol
Highest occupied orbital energy = -10.104 eV
Frontier orbital gap = 11.00 eV

Atomic partial charges in e from the Mulliken method, atoms 1 to 5: -0.74 0.61 0.33 -1.19 -0.48

***

# 12
Entry from OMol25: a 2-piece molecular cluster, C4H6ClN3 overall (ωB97M-V with the def2-TZVPD basis set).

CARTESIAN COORDINATES (ANGSTROEM)
C 0.53 -1.40 -0.03
C 1.19 0.53 1.07
C 1.06 -0.86 1.11
C 0.03 0.55 -0.94
N 0.09 -0.76 -1.09
N 0.57 1.26 0.10
N -0.34 1.27 -2.07
Cl -2.30 0.34 0.22
H 0.44 -2.37 -0.24
H 1.77 1.14 1.84
H -3.58 -0.18 -0.11
H 1.46 -1.54 1.89
H -1.17 1.09 -2.58
H -0.19 2.23 -1.77

Results
Energy relative to the best compared isomer or geometry (same formula, charge and spin) = 161.2 kJ/mol
Highest occupied orbital energy = -8.961 eV
Frontier orbital gap = 9.37 eV

Atomic partial charges in e from the Mulliken method, atoms 1 to 5: 0.01 0.01 -0.51 0.35 -0.62

***

# 13
Entry from OMol25: one molecule with the formula C4H6ClNO (ωB97M-V with the def2-TZVPD basis set).

CARTESIAN COORDINATES (ANGSTROEM)
C -0.06 -0.06 0.03
C 1.24 0.12 -0.71
C -0.60 1.04 -0.89
C -0.12 0.31 1.53
H 2.14 -0.02 -0.09
H 1.21 -0.67 -1.50
H 0.94 1.58 -2.10
H -1.23 1.82 -0.45
H -1.17 0.66 -1.74
H -0.99 -0.02 2.12
N 0.76 1.46 -1.13
O 0.79 0.75 2.14
Cl -0.90 -1.65 -0.31

Results
Energy relative to the best compared isomer or geometry (same formula, charge and spin) = 220.1 kJ/mol
Highest occupied orbital energy = -9.806 eV
Frontier orbital gap = 10.47 eV

Atomic partial charges in e from the Mulliken method, atoms 1 to 5: 0.96 -0.63 -0.75 -0.32 0.31

***

# 14
Entry from OMol25: one molecule with the formula C4H6ClNOS (ωB97M-V with the def2-TZVPD basis set).

CARTESIAN COORDINATES (ANGSTROEM)
C -1.75 -1.18 -0.30
C 0.08 0.48 -0.15
C -0.52 1.73 0.01
C 1.56 0.60 0.08
H 1.04 -2.07 0.32
H -1.84 -2.36 -0.13
H 0.09 2.77 0.28
H -1.60 1.76 0.01
H 1.74 0.20 1.12
H 1.99 1.58 -0.28
N -0.42 -0.85 -0.14
O 0.27 -1.66 0.78
S -3.11 -0.33 -0.68
Cl 2.46 -0.67 -0.92

Results
Energy relative to the best compared isomer or geometry (same formula, charge and spin) = 396.9 kJ/mol
Highest occupied orbital energy = -8.817 eV
Frontier orbital gap = 8.85 eV

Atomic partial charges in e from the Mulliken method, atoms 1 to 5: -0.06 0.57 -0.87 -0.57 0.34

***

# 15
Entry from OMol25: one molecule with the formula C4H6ClNS (ωB97M-V with the def2-TZVPD basis set).

CARTESIAN COORDINATES (ANGSTROEM)
C -1.29 1.35 -0.06
C -1.63 -0.07 -0.32
C -0.62 -0.89 -0.24
C 0.94 -0.98 -0.15
H -0.12 1.50 -0.04
H -1.86 2.04 -0.78
H -1.68 1.67 0.95
H -0.78 -2.07 -0.17
H 1.51 -2.08 0.17
H 3.58 0.72 0.66
N 1.81 -0.07 -0.15
S 3.40 -0.38 0.03
Cl -3.27 -0.73 0.11

Results
Energy relative to the best compared isomer or geometry (same formula, charge and spin) = 302.9 kJ/mol
Highest occupied orbital energy = -8.857 eV
Frontier orbital gap = 8.84 eV

Atomic partial charges in e from the Mulliken method, atoms 1 to 5: -0.81 0.67 -0.59 0.08 0.26

***

# 16
Entry from OMol25: one molecule with the formula C4H6ClNS2 (ωB97M-V with the def2-TZVPD basis set).

CARTESIAN COORDINATES (ANGSTROEM)
C -0.14 0.51 0.20
C 1.00 0.39 0.89
C -1.61 -0.71 -1.56
C 1.60 1.39 1.71
N -0.61 -0.49 -0.67
S -2.96 0.15 -2.11
S -1.49 -2.44 -2.16
Cl 2.05 -1.09 0.89
H -0.72 1.35 0.21
H 1.16 2.37 1.44
H 2.67 1.38 1.44
H 1.64 1.19 2.79
H 0.13 -1.24 -0.61
H -2.73 -2.77 -2.47

Results
Energy relative to the best compared isomer or geometry (same formula, charge and spin) = 119.3 kJ/mol
Highest occupied orbital energy = -8.518 eV
Frontier orbital gap = 8.40 eV

Atomic partial charges in e from the Mulliken method, atoms 1 to 5: -0.31 0.47 0.38 -1.12 -0.18

***

# 17
Entry from OMol25: C4H6ClP as an isolated structure (ωB97M-V with the def2-TZVPD basis set).

CARTESIAN COORDINATES (ANGSTROEM)
C -1.30 -0.76 1.46
C -0.84 0.20 0.61
C 0.53 -0.02 -1.80
C 0.47 0.28 0.11
P 1.07 1.54 -0.91
Cl 2.99 1.46 -0.37
H -2.31 -0.61 1.93
H -0.82 -1.52 2.06
H -1.42 1.00 0.40
H 0.91 -1.02 -1.87
H -0.47 -0.03 -2.15
H 1.19 -0.52 0.53

Results
Energy relative to the best compared isomer or geometry (same formula, charge and spin) = 0.0 kJ/mol
Spin multiplicity = 3
Highest occupied orbital energy (spin up / spin down) = -5.254 / -9.615 eV
<S²> = 2.01
Frontier orbital gap (spin up / spin down) = 6.08 / 7.66 eV

Atomic partial charges in e from the Mulliken method, atoms 1 to 5: -1.06 0.00 -0.80 -0.13 0.05

***

Number 1: calculated total energy -83957.9759 eV. Number 2: calculated total energy -86608.7181 eV. Number 3: calculated total energy -29289.1153 eV. Number 4: calculated total energy -29289.6374 eV. Number 5: calculated total energy -32269.1352 eV. Number 6: calculated total energy -47140.1347 eV. Number 7: calculated total energy -31335.2482 eV. Number 8: calculated total energy -105801.0747 eV. Number 9: calculated total energy -30319.2404 eV. Number 10: calculated total energy -39794.1698 eV. Number 11: calculated total energy -18255.6871 eV. Number 12: calculated total energy -21237.2331 eV. Number 13: calculated total energy -20303.5973 eV. Number 14: calculated total energy -31136.8253 eV. Number 15: calculated total energy -29089.6034 eV. Number 16: calculated total energy -39926.9834 eV. Number 17: calculated total energy -26050.7152 eV.